[1]
Here is a structure of composition C31H30N6S3Sn from the OMol25 dataset. Energies are from the ωB97M-V functional and the def2-TZVPD basis.

Atoms and positions in Å:
Sn -0.8533 -1.1517 1.7826
S 1.8406 0.4353 1.7340
C 1.4942 1.2924 0.3768
N 2.3204 1.3824 -0.6771
C 2.0631 2.3458 -1.7371
C 1.4155 3.5644 -1.1329
N 0.1830 3.1434 -0.4675
C -0.9865 4.0248 -0.6393
C -0.6311 5.4680 -0.3776
C -0.0567 5.8344 0.8341
C 0.2618 7.1637 1.0758
C 0.0099 8.1312 0.1129
C -0.5623 7.7664 -1.0967
C -0.8777 6.4369 -1.3420
C 0.1677 2.0221 0.2352
S -1.2560 1.3835 0.8583
C 3.5002 0.5170 -0.7710
C 3.1398 -0.9086 -1.1218
C 3.4610 -1.9525 -0.2641
C 3.1425 -3.2616 -0.6011
C 2.4950 -3.5336 -1.7964
C 2.1655 -2.4947 -2.6576
C 2.4890 -1.1900 -2.3203
H 1.4241 1.9129 -2.5143
H 3.0151 2.6180 -2.1900
H 1.1497 4.2867 -1.9021
H 2.0790 4.0561 -0.4177
H -1.7645 3.6631 0.0265
H -1.3445 3.9110 -1.6656
H 0.1527 5.0951 1.6008
H 0.7049 7.4337 2.0254
H 0.2526 9.1681 0.3049
H -0.7640 8.5164 -1.8504
H -1.3260 6.1534 -2.2879
H 4.0386 0.5543 0.1749
H 4.1404 0.9414 -1.5450
H 3.9509 -1.7354 0.6767
H 3.3920 -4.0673 0.0772
H 2.2446 -4.5532 -2.0596
H 1.6605 -2.7035 -3.5918
H 2.2392 -0.3843 -3.0027
S -5.7162 -0.7551 1.3280
C -4.1439 -0.9469 1.5436
N -2.9821 -1.0851 1.6891
N -0.9165 -0.4222 3.8409
C -0.5289 0.6432 4.1664
N -0.0844 1.7382 4.6158
C 0.3689 2.6971 3.8313
N 0.7882 3.5758 3.2039
C -2.0084 -1.8463 -1.8552
C -2.1451 -3.0825 -1.0106
C -3.5503 -3.5903 -0.8671
C -1.0629 -3.6452 -0.4622
C -1.0332 -4.7626 0.5010
C -0.0526 -5.7501 0.3996
C 0.0171 -6.7825 1.3210
C -0.8868 -6.8389 2.3739
C -1.8555 -5.8540 2.4982
C -1.9263 -4.8230 1.5717
H -2.5770 -1.0250 -1.4053
H -2.4225 -2.0032 -2.8546
H -0.9664 -1.5359 -1.9498
H -4.0423 -3.5698 -1.8424
H -4.1443 -2.9512 -0.2084
H -3.5857 -4.6088 -0.4844
H -0.0863 -3.2375 -0.7163
H 0.6565 -5.7070 -0.4193
H 0.7795 -7.5447 1.2201
H -0.8307 -7.6421 3.0972
H -2.5555 -5.8817 3.3234
H -2.6769 -4.0481 1.6842

Forces on the atoms, in the same order (eV/Å):
Sn 0.151 -0.177 -0.023
S -0.002 -0.009 0.058
C -0.080 -0.006 -0.077
N 0.041 -0.005 0.059
C -0.002 0.010 -0.027
C -0.029 -0.011 0.042
N 0.019 0.085 0.156
C 0.092 -0.070 -0.059
C 0.005 -0.089 0.022
C 0.062 0.107 0.148
C -0.002 -0.093 -0.015
C -0.030 0.008 -0.019
C -0.008 0.019 -0.011
C -0.015 0.001 -0.023
C -0.056 0.055 -0.135
S 0.069 -0.065 -0.021
C -0.018 0.001 -0.048
C 0.007 -0.014 0.019
C -0.010 -0.001 -0.018
C -0.006 0.006 0.011
C 0.016 -0.004 -0.010
C -0.009 0.003 0.010
C -0.005 0.006 0.010
H -0.008 0.017 -0.010
H 0.002 -0.001 -0.006
H 0.007 0.001 -0.001
H 0.010 -0.010 -0.002
H -0.022 0.072 0.057
H -0.034 -0.057 -0.006
H -0.031 -0.052 -0.034
H 0.001 0.027 -0.009
H 0.012 -0.001 0.003
H 0.000 -0.006 -0.005
H -0.001 0.002 -0.004
H 0.004 -0.012 0.016
H -0.007 0.009 0.014
H 0.000 -0.003 0.003
H -0.004 0.002 0.001
H 0.000 0.006 -0.004
H -0.001 0.003 0.001
H 0.002 -0.007 -0.003
S -0.009 -0.047 -0.014
C 0.018 0.093 -0.025
N -0.083 -0.015 0.070
N -0.157 0.181 0.042
C 0.274 -0.124 -0.141
N -0.059 0.171 0.024
C -0.043 -0.055 0.046
N -0.032 -0.003 -0.019
C 0.004 -0.010 -0.002
C 0.024 0.056 -0.064
C 0.010 -0.041 0.033
C -0.046 0.011 -0.001
C -0.032 0.003 0.000
C 0.012 -0.001 0.002
C 0.003 0.000 -0.001
C -0.009 0.000 0.003
C 0.007 -0.010 0.001
C -0.023 0.007 0.012
H 0.001 -0.006 -0.002
H 0.007 -0.004 0.001
H 0.019 0.002 -0.003
H 0.001 -0.008 -0.004
H 0.018 0.007 -0.010
H -0.001 0.019 0.007
H -0.042 0.034 -0.024
H -0.002 0.004 0.005
H -0.003 0.001 0.000
H 0.001 0.004 -0.002
H 0.001 0.002 -0.001
H 0.022 -0.015 0.005

Output
**Charge**: 0
**HOMO-LUMO gap**: 7.063 eV
**Relative energy (zero: lowest compared OMol25 entry of this formula, charge and spin)**: 0.00 kcal per mole
**HOMO level**: -8.281 eV

Okay, here come the Mulliken numbers, in e, for every atom: Sn 0.6129; S -0.2487; C 0.0728; N 0.2746; C -0.7368; C -0.9229; N 0.3187; C -1.0461; C 0.4921; C -0.0791; C -0.6693; C -0.4009; C -0.6160; C -0.4564; C 0.5130; S -0.2934; C -1.8634; C 0.8488; C -0.3160; C -0.5110; C -0.5037; C -0.7062; C -0.1885; H 0.2558; H 0.5420; H 0.5708; H 0.2730; H 0.4794; H 0.3027; H 0.4985; H 0.4451; H 0.3842; H 0.3791; H 0.3600; H 0.5706; H 0.4730; H 0.3715; H 0.3913; H 0.4818; H 0.4111; H 0.3354; S -0.4079; C 0.3531; N -0.5256; N -0.5900; C 0.8352; N -0.7312; C 0.5140; N -0.5591; C -1.2769; C 1.4353; C -1.3759; C -0.7569; C 0.3223; C -0.1565; C -0.7519; C -0.3931; C -0.9179; C -0.1827; H 0.2743; H 0.4688; H 0.0619; H 0.4588; H 0.0939; H 0.4011; H 0.2758; H 0.4182; H 0.3978; H 0.3802; H 0.4105; H 0.4245

=====

[2]
Here is a cluster of 6 separate species, H12O6 in total in a non-equilibrium geometry from the OMol25 dataset. Energies are from the ωB97M-V functional and the def2-TZVPD basis.

Atoms and positions in Å:
O -0.8882 -3.8029 1.3592
H -0.8887 -2.8453 1.5196
H -1.5413 -3.9692 0.6533
O 0.9824 3.7095 -2.2450
H 1.4532 2.9694 -2.6563
H 0.8041 4.2867 -3.0033
O -1.6294 -1.1963 3.4343
H -0.6877 -1.3042 3.6471
H -2.1120 -0.9707 4.2507
O -1.5106 6.5393 -3.5256
H -1.3345 5.6870 -3.9337
H -0.7339 6.7323 -2.9908
O 0.9855 0.1330 2.3081
H 0.3661 0.2907 1.5772
H 1.5185 -0.5736 1.9054
O 1.8960 -5.0434 -0.4508
H 2.2872 -5.1653 -1.3330
H 1.0334 -5.4769 -0.5164

Forces on the atoms, in the same order (eV/Å):
O 0.034 0.015 -0.084
H -0.116 0.004 -0.099
H 0.011 0.111 0.219
O 0.082 -0.131 -0.613
H -0.085 0.190 0.236
H 0.037 -0.087 0.362
O 0.097 -0.231 -0.416
H -0.006 0.228 0.321
H 0.227 -0.041 -0.089
O 0.066 -0.022 0.024
H -0.050 0.004 -0.018
H -0.045 0.032 0.005
O -0.411 -0.851 -0.651
H -0.114 0.562 0.274
H 0.368 0.187 0.436
O -0.195 0.026 -0.217
H 0.041 0.107 0.188
H 0.058 -0.103 0.121

Output
**Charge**: +1
**HOMO-LUMO gap (alpha / beta)**: 9.443 / 1.439 eV
**Relative energy (zero: lowest compared OMol25 entry of this formula, charge and spin)**: 55.18 kcal per mole
**Multiplicity**: 2
**HOMO level (alpha / beta)**: -13.122 / -13.122 eV

Okay, here come the Mulliken numbers, in e, for every atom: O -0.4197; H 0.3667; H 0.3956; O -0.6274; H 0.3228; H 0.2960; O -0.4527; H 0.3939; H 0.3670; O -0.6233; H 0.3086; H 0.3235; O -0.5809; H 0.3566; H 0.3555; O -0.5059; H 0.3712; H 0.3525

=====

[3]
Here is the molecule C3H4N2O2S in a non-equilibrium geometry from the OMol25 dataset. Energies are from the ωB97M-V functional and the def2-TZVPD basis.

Atoms and positions in Å:
C -0.3835 2.0091 -2.0401
C 0.6253 -0.8474 -0.5294
C -0.3452 -1.2163 2.6497
H -0.5727 2.5009 -3.0089
H -0.3244 2.6282 -1.1714
H 0.3125 -2.0888 2.8179
H -0.7996 -0.6426 3.4531
N -0.1771 0.7653 -2.0319
N -0.3094 -0.5235 1.5785
O 0.0761 0.3790 -0.7010
O 0.5228 -1.2965 0.6860
S 1.3752 -1.6673 -1.7025

Forces on the atoms, in the same order (eV/Å):
C 0.053 0.368 -1.114
C -0.031 0.988 -2.400
C 0.947 1.477 0.050
H -0.032 -0.608 0.503
H 0.041 0.237 0.632
H -0.780 0.288 -0.164
H -0.330 -0.613 0.126
N 0.185 -0.094 -0.042
N 0.288 -1.516 0.475
O -0.271 -0.178 0.887
O -0.327 0.091 1.053
S 0.257 -0.440 -0.005

Output
**Charge**: 0
**HOMO-LUMO gap**: 9.063 eV
**Structure (SMILES)**: C=NOC(=S)ON=C
**Relative energy (zero: lowest compared OMol25 entry of this formula, charge and spin)**: 121.82 kcal per mole
**HOMO level**: -8.607 eV

Okay, here come the Mulliken numbers, in e, for every atom: C -0.2523; C 0.5174; C -0.2386; H 0.2931; H 0.3012; H 0.2924; H 0.2713; N -0.4041; N -0.2983; O -0.0666; O -0.0968; S -0.3189

=====

[4]
Here is the molecule C3H6N4 in a non-equilibrium geometry from the OMol25 dataset. Energies are from the ωB97M-V functional and the def2-TZVPD basis.

Atoms and positions in Å:
C 0.4667 -1.1735 1.7036
C -1.0687 0.4233 -1.1978
C -0.7272 1.6962 -1.6142
H -0.5241 -1.1182 2.2514
H 1.0285 -2.2217 1.9149
H 1.3031 -0.4459 1.8816
H 1.2158 -1.2827 -0.3928
H -1.5420 -0.5494 -1.6590
H -1.2683 2.4132 -2.2327
N 0.2227 -1.1877 0.1252
N -0.0633 0.0682 -0.2835
N 0.2788 2.2180 -0.5701
N 0.6782 1.1600 0.0733

Forces on the atoms, in the same order (eV/Å):
C 1.887 -2.534 -1.675
C 2.168 -2.327 -1.384
C 0.290 0.983 3.677
H 1.494 0.276 -0.758
H -1.764 2.201 -0.420
H -1.534 -0.182 0.366
H -2.552 -0.721 2.005
H 0.458 2.629 0.889
H 0.379 -0.401 0.187
N 3.654 -0.987 1.044
N -1.905 3.984 -0.760
N -1.577 -3.363 -2.609
N -0.998 0.442 -0.562

Output
**Charge**: 0
**HOMO-LUMO gap**: 10.461 eV
**Structure (SMILES)**: CNn1ccnn1
**Relative energy (zero: lowest compared OMol25 entry of this formula, charge and spin)**: 97.03 kcal per mole
**HOMO level**: -9.568 eV

Okay, here come the Mulliken numbers, in e, for every atom: C -0.6529; C -0.0372; C -0.5008; H 0.2776; H 0.2586; H 0.3284; H 0.2986; H 0.3060; H 0.3525; N -0.6895; N 0.6557; N -0.3672; N -0.2299

=====

[5]
Here is a cluster of 2 separate species, C2H6NP in total in a non-equilibrium geometry from the OMol25 dataset. Energies are from the ωB97M-V functional and the def2-TZVPD basis.

Atoms and positions in Å:
C -0.3679 -0.6472 1.0123
C 0.6894 0.0973 -1.8618
N -0.7682 0.5796 0.2516
P 0.3413 0.8405 1.5114
H -1.2371 -1.0263 1.5106
H 0.0174 -1.4992 0.4671
H -0.2783 0.3975 -2.2975
H 1.3253 0.9235 -1.9057
H 0.8116 -0.7971 -1.3230
H -0.5336 1.1314 2.6350

Forces on the atoms, in the same order (eV/Å):
C -1.743 -1.307 -1.092
C -2.616 1.141 -0.449
N -0.260 -0.740 -0.589
P 1.767 1.639 1.550
H -0.508 -0.025 0.614
H 0.803 0.311 -0.110
H 0.465 -0.919 0.188
H 1.562 0.657 0.285
H 0.395 -0.723 0.191
H 0.134 -0.032 -0.587

Output
**Charge**: 0
**HOMO-LUMO gap (alpha / beta)**: 7.779 / 9.570 eV
**Relative energy (zero: lowest compared OMol25 entry of this formula, charge and spin)**: 91.77 kcal per mole
**HOMO level (alpha / beta)**: -8.614 / -9.352 eV

Okay, here come the Mulliken numbers, in e, for every atom: C -0.3077; C -0.8725; N -0.3031; P 0.0145; H 0.2428; H 0.2688; H 0.2667; H 0.3031; H 0.3500; H 0.0374

=====

[6]
Here is the molecule C19H14F2N2O in a non-equilibrium geometry from the OMol25 dataset. Energies are from the ωB97M-V functional and the def2-TZVPD basis.

Atoms and positions in Å:
O 3.8024 3.7054 -0.4080
C 3.1237 2.8467 -0.9557
C 1.6254 2.8306 -0.8215
N 0.7794 1.8002 -0.5330
C -0.4842 2.3636 -0.6263
C -0.3857 3.7115 -0.8232
N 0.9319 3.9898 -1.0814
H 3.5284 2.0077 -1.6724
H -1.3442 1.7524 -0.6538
H -1.1543 4.4673 -0.7190
F 1.9094 -0.3689 4.5893
C 2.3063 -0.0379 3.3042
C 3.6594 0.1709 3.0820
C 4.0863 0.3939 1.7609
C 3.1721 0.3102 0.6994
C 1.8114 0.1700 0.9420
C 0.9801 0.1675 -0.3186
C -0.2291 -0.6517 -0.2376
C -1.1051 -0.9468 -1.2378
C -2.3561 -1.6914 -1.1202
C -2.9685 -2.0040 0.1344
C -4.2450 -2.5730 0.1412
F -4.8664 -2.7993 1.3513
C -4.9165 -2.9629 -1.0186
C -4.2644 -2.7462 -2.2443
C -3.0037 -2.1717 -2.2892
C 1.3437 -0.0475 2.2653
H 4.3763 0.1629 3.9042
H 5.1354 0.5510 1.5371
H 3.5569 0.1762 -0.3235
H 1.6023 0.0612 -1.2770
H -0.3330 -1.1264 0.7610
H -0.7749 -0.8240 -2.2937
H -2.4642 -1.7522 1.0626
H -5.8988 -3.4337 -0.9682
H -4.7666 -3.0514 -3.1661
H -2.5134 -2.0287 -3.2587
H 0.3435 -0.4216 2.5128

Forces on the atoms, in the same order (eV/Å):
O -0.919 -1.836 -1.365
C 0.509 0.147 0.174
C -0.710 2.067 -0.773
N -2.121 -0.855 -0.762
C 0.107 -0.305 0.631
C 1.232 -0.824 -0.522
N 1.223 -1.283 1.738
H -0.111 1.395 1.168
H -0.687 -0.527 0.543
H 0.134 -0.127 -0.568
F 0.230 0.458 -1.421
C -0.697 -0.549 -0.081
C 0.141 0.599 -0.563
C -0.636 -0.497 0.115
C 0.902 -0.268 0.745
C 0.477 -1.085 0.215
C 1.715 3.135 -1.434
C -1.630 -0.732 -0.168
C 1.829 -0.512 0.051
C -1.247 -1.408 0.551
C -0.201 0.440 -0.996
C 0.096 -0.306 0.403
F 0.661 0.214 -1.028
C 0.557 0.316 -0.138
C -0.380 -0.414 0.468
C 0.452 0.860 0.211
C 1.034 -0.270 0.183
H -0.341 -0.003 -0.187
H -0.057 -0.101 0.144
H -0.254 0.580 0.548
H -0.724 -0.716 1.566
H -0.537 0.640 -0.773
H -0.398 0.703 0.792
H -0.310 0.044 -0.058
H 0.299 0.234 0.064
H 0.262 0.086 0.307
H -0.222 0.044 0.366
H 0.322 0.653 -0.148

Output
**Charge**: 0
**HOMO-LUMO gap**: 7.863 eV
**Structure (SMILES)**: O=Cc1nccn1[C@H](/C=C/c1cccc(F)c1)c1cccc(F)c1
**Relative energy (zero: lowest compared OMol25 entry of this formula, charge and spin)**: 68.94 kcal per mole
**HOMO level**: -8.662 eV

Okay, here come the Mulliken numbers, in e, for every atom: O -0.4740; C -0.0091; C 0.4583; N 0.3669; C -0.3516; C -0.5335; N -0.6287; H 0.2144; H 0.4405; H 0.4108; F -0.3109; C 0.2440; C -0.6128; C -0.5662; C -0.5762; C 0.3537; C 0.8781; C -1.3431; C -0.1849; C 0.9394; C -0.7091; C 0.3678; F -0.3096; C -0.5305; C -0.4215; C -0.6508; C -0.6463; H 0.4091; H 0.3983; H 0.5247; H 0.4512; H 0.1596; H 0.2544; H 0.4561; H 0.4132; H 0.3588; H 0.3371; H 0.4225

=====

| no. | electronic energy (eV) |
| --- | --- |
| 1 | -79912.282 |
| 2 | -12467.813 |
| 3 | -21081.549 |
| 4 | -9164.649 |
| 5 | -12944.752 |
| 6 | -30389.807 |